16
Properties=species:S:1:pos:R:3 method="wB97M-V/def2-TZVPD" homo_ev=-9.46 charge=0 smiles="C=CCCNC=O" de_lowest_kcal_mol=48.4
C -0.30 0.91 2.53
C 0.16 1.30 1.34
C -0.39 0.74 0.07
C 0.64 0.41 -1.04
N 0.60 -1.00 -1.54
C -0.23 -2.05 -1.17
O -0.94 -2.19 -0.21
H -1.08 0.16 2.41
H 0.15 1.09 3.49
H 1.05 1.94 1.34
H -1.21 1.29 -0.44
H -1.02 -0.09 0.36
H 0.25 0.93 -1.90
H 1.68 0.59 -0.78
H 0.87 -1.21 -2.49
H -0.21 -2.83 -1.96